--- one ---
{"formula": "C8H8N2O2S", "method": "ωB97M-V/def2-TZVPD", "lumo_ev": 0.67, "gap_ev": 9.1, "total_charge": 0, "e_homo_ev": -8.426, "species": ["C", "C", "C", "C", "C", "C", "C", "C", "N", "N", "O", "O", "S", "H", "H", "H", "H", "H", "H", "H", "H"], "coordinates": [[0.057, -0.971, -2.265], [0.177, -1.597, -0.989], [-0.373, 0.344, -2.412], [-0.221, -0.822, 0.108], [-0.562, 1.048, -1.300], [-0.570, 0.516, -0.038], [-0.253, 1.272, 2.130], [0.812, 0.320, 2.646], [-0.575, 2.097, 3.180], [-0.850, 1.346, 1.023], [-0.419, 0.645, 5.232], [1.469, 0.950, 3.702], [0.318, 1.694, 4.632], [0.275, -1.508, -3.180], [0.314, -2.660, -0.907], [-0.245, 0.925, -3.354], [-0.115, -1.101, 1.061], [-0.966, 2.099, -1.604], [0.193, -0.475, 3.063], [1.493, -0.129, 1.907], [-1.168, 2.778, 2.876]], "nbo_charge": [-0.2129, -0.2080, -0.2146, -0.2411, -0.2067, 0.1238, 0.4465, -0.1901, -0.8450, -0.4922, -0.9151, -0.6717, 1.6945, 0.2078, 0.2197, 0.2188, 0.1893, 0.2162, 0.2123, 0.2409, 0.4274]}

=====

--- two ---
{"formula": "C8H8N2O2S", "method": "ωB97M-V/def2-TZVPD", "lumo_ev": [-3.16, -2.68], "gap_ev": [5.8, 7.7], "total_charge": 0, "e_homo_ev": [-8.948, -10.356], "species": ["C", "C", "C", "C", "C", "C", "C", "C", "N", "N", "O", "O", "S", "H", "H", "H", "H", "H", "H", "H", "H"], "coordinates": [[2.349, -2.316, -0.739], [-2.846, 0.645, -0.598], [-2.702, -0.062, 0.591], [-1.740, 0.982, -1.306], [-1.444, -0.512, 1.037], [-0.499, 0.646, -0.843], [-0.280, -0.055, 0.313], [1.040, -0.340, 0.716], [2.742, -3.154, -1.358], [3.596, -0.184, 0.687], [2.518, 0.512, -1.574], [2.161, 1.999, 0.420], [2.307, 0.652, -0.084], [-3.840, 0.894, -1.045], [-3.659, -0.241, 1.067], [-1.876, 1.313, -2.392], [-1.393, -1.296, 1.762], [0.401, 1.031, -1.266], [1.387, -1.055, 1.469], [4.257, -0.407, -0.038], [3.951, -0.087, 1.675]], "nbo_charge": [0.1194, -0.1318, -0.2223, -0.2188, -0.1105, -0.0914, -0.2049, -0.2089, -0.5286, -1.0959, -0.8670, -0.9020, 2.1777, 0.2306, 0.2289, 0.2359, 0.2280, 0.2337, 0.2755, 0.4234, 0.4290]}

=====

On energetic grounds, one is preferred over the next structure by 4.199 eV.

=====

--- one ---
{"formula": "C2H4O3Si", "method": "ωB97M-V/def2-TZVPD", "lumo_ev": -0.71, "gap_ev": 9.0, "total_charge": 0, "e_homo_ev": -9.673, "species": ["C", "C", "O", "O", "O", "Si", "H", "H", "H", "H"], "coordinates": [[-1.288, 1.084, 0.432], [1.324, -0.154, -0.405], [-2.144, 1.772, 0.028], [-1.054, -1.948, 0.644], [-1.092, -1.861, -0.827], [-0.487, -0.561, -0.104], [-0.168, 1.553, 1.698], [1.243, 0.291, -1.387], [1.553, 0.715, 0.282], [2.113, -0.891, -0.360]], "nbo_charge": [0.1524, -1.1396, -0.4508, -0.5655, -0.5994, 1.8937, -0.0745, 0.2464, 0.2620, 0.2753]}

=====

--- two ---
{"formula": "C2H4O3Si", "method": "ωB97M-V/def2-TZVPD", "lumo_ev": -0.49, "gap_ev": 9.0, "total_charge": 0, "e_homo_ev": -9.531, "species": ["C", "C", "O", "O", "O", "Si", "H", "H", "H", "H"], "coordinates": [[3.400, -1.386, -1.651], [-0.876, 1.633, 1.616], [3.119, -2.470, -1.604], [2.476, 0.008, 0.961], [2.784, 1.317, 0.651], [1.925, 0.446, -0.509], [-0.943, 1.875, 0.552], [0.158, 1.636, 1.650], [-1.304, 2.565, 1.853], [-1.686, 0.783, 1.693]], "nbo_charge": [0.4837, -0.8912, -0.4541, -0.6632, -0.6261, 1.2613, 0.2063, 0.2302, 0.2208, 0.2322]}

=====

On energetic grounds, two is preferred over the next structure by 0.333 eV.

=====

--- one ---
{"formula": "C26H31N3O2", "method": "ωB97M-V/def2-TZVPD", "lumo_ev": 0.57, "gap_ev": 9.0, "total_charge": 0, "e_homo_ev": -8.406, "smiles": "O=C1CC(c2ccccc2)CC(=O)C1=CNCCN1CCN(Cc2ccccc2)CC1", "species": ["O", "C", "C", "C", "O", "H", "C", "H", "C", "C", "C", "C", "C", "C", "C", "H", "H", "H", "H", "H", "C", "H", "H", "H", "H", "C", "N", "C", "H", "C", "N", "C", "C", "N", "C", "C", "H", "H", "H", "H", "C", "C", "C", "C", "C", "C", "C", "H", "H", "H", "H", "H", "H", "H", "H", "H", "H", "H", "H", "H", "H", "H"], "coordinates": [[-0.734, -0.024, 2.526], [-1.872, 0.056, 2.088], [-2.443, -0.953, 1.210], [-3.728, -0.797, 0.574], [-4.184, -1.626, -0.215], [-2.959, -2.980, -0.230], [-4.555, 0.414, 0.940], [-5.192, 0.108, 1.777], [-3.728, 1.634, 1.358], [-3.051, 2.273, 0.165], [-1.674, 2.347, 0.016], [-1.114, 2.969, -1.088], [-1.920, 3.519, -2.067], [-3.297, 3.455, -1.928], [-3.852, 2.846, -0.820], [-4.928, 2.822, -0.712], [-3.938, 3.889, -2.682], [-1.481, 4.001, -2.928], [-0.039, 3.026, -1.177], [-1.019, 1.931, 0.764], [-2.776, 1.211, 2.473], [-3.368, 0.867, 3.328], [-2.163, 2.046, 2.816], [-4.421, 2.382, 1.766], [-5.214, 0.642, 0.100], [-1.683, -2.094, 0.984], [-2.082, -3.133, 0.280], [-1.183, -4.177, -0.115], [-1.753, -5.063, -0.399], [-0.321, -3.692, -1.303], [0.282, -2.428, -0.956], [0.345, -1.449, -2.019], [0.714, -0.097, -1.421], [2.008, -0.183, -0.774], [1.950, -1.175, 0.286], [1.572, -2.530, -0.303], [1.517, -3.272, 0.496], [2.355, -2.843, -1.016], [2.934, -1.241, 0.754], [1.212, -0.887, 1.055], [2.449, 1.104, -0.262], [3.886, 1.043, 0.177], [4.284, 1.523, 1.416], [5.614, 1.467, 1.797], [6.558, 0.923, 0.945], [6.168, 0.435, -0.291], [4.841, 0.498, -0.674], [4.525, 0.115, -1.632], [6.902, 0.007, -0.959], [7.596, 0.877, 1.244], [5.912, 1.846, 2.764], [3.548, 1.942, 2.088], [2.361, 1.831, -1.078], [1.814, 1.448, 0.573], [0.763, 0.650, -2.217], [-0.078, 0.196, -0.710], [-0.635, -1.374, -2.495], [1.094, -1.724, -2.783], [-0.974, -3.548, -2.167], [0.418, -4.467, -1.555], [-0.534, -4.423, 0.729], [-0.727, -2.163, 1.488]], "nbo_charge": [-0.6183, 0.5914, -0.4676, 0.5722, -0.6365, 0.4472, -0.4859, 0.2303, -0.2534, 0.0747, -0.2644, -0.1940, -0.2231, -0.2060, -0.2294, 0.2056, 0.2124, 0.2124, 0.2099, 0.2225, -0.4961, 0.2345, 0.2344, 0.2223, 0.2348, 0.2499, -0.5390, -0.2197, 0.2129, -0.2160, -0.4609, -0.2184, -0.2155, -0.4479, -0.2379, -0.2269, 0.1973, 0.1751, 0.2142, 0.1937, -0.2381, -0.0438, -0.2067, -0.2083, -0.2192, -0.2267, -0.1544, 0.2124, 0.2100, 0.2112, 0.2116, 0.2119, 0.2050, 0.1790, 0.2019, 0.1792, 0.2062, 0.1691, 0.2025, 0.1855, 0.1974, 0.2234]}

=====

--- two ---
{"formula": "C26H31N3O2", "method": "ωB97M-V/def2-TZVPD", "lumo_ev": 0.30, "gap_ev": 8.4, "total_charge": 0, "e_homo_ev": -8.119, "smiles": "COc1ccc(CC2(CO)CCN(Cc3cnc(-c4ccccc4C)nc3)CC2)cc1", "species": ["C", "H", "O", "C", "C", "C", "C", "C", "C", "H", "H", "C", "H", "H", "C", "C", "C", "N", "C", "C", "C", "N", "C", "N", "C", "H", "C", "C", "C", "C", "C", "C", "C", "H", "H", "H", "H", "H", "H", "H", "H", "H", "H", "C", "C", "H", "H", "H", "H", "H", "H", "H", "H", "C", "O", "H", "H", "H", "H", "H", "H", "H"], "coordinates": [[-1.457, 3.400, -4.044], [-1.539, 4.149, -3.249], [-2.349, 2.332, -3.842], [-2.214, 1.585, -2.707], [-1.256, 1.797, -1.724], [-1.211, 0.967, -0.618], [-2.106, -0.081, -0.453], [-3.079, -0.265, -1.430], [-3.131, 0.547, -2.544], [-3.885, 0.405, -3.303], [-3.819, -1.042, -1.308], [-2.021, -0.958, 0.761], [-3.022, -1.213, 1.112], [-1.517, -0.396, 1.550], [-1.256, -2.292, 0.551], [0.003, -2.064, -0.295], [0.987, -3.245, -0.248], [1.342, -3.688, 1.082], [2.459, -3.010, 1.721], [2.425, -1.508, 1.662], [3.012, -0.799, 0.616], [2.826, 0.491, 0.428], [2.050, 1.140, 1.293], [1.578, 0.585, 2.414], [1.774, -0.703, 2.596], [1.396, -1.109, 3.528], [1.683, 2.537, 1.040], [1.097, 3.244, 2.093], [0.690, 4.552, 1.938], [0.858, 5.177, 0.714], [1.432, 4.484, -0.336], [1.857, 3.167, -0.203], [2.461, 2.480, -1.385], [2.416, 3.123, -2.263], [1.940, 1.548, -1.597], [3.499, 2.226, -1.184], [1.558, 4.979, -1.289], [0.541, 6.200, 0.575], [0.242, 5.082, 2.765], [0.971, 2.736, 3.036], [3.653, -1.290, -0.107], [2.498, -3.344, 2.761], [3.371, -3.355, 1.215], [0.163, -3.966, 1.873], [-0.856, -2.823, 1.937], [-1.753, -3.167, 2.453], [-0.428, -2.002, 2.513], [0.475, -4.236, 2.885], [-0.308, -4.850, 1.429], [1.901, -2.978, -0.784], [0.542, -4.104, -0.762], [0.497, -1.163, 0.068], [-0.278, -1.881, -1.334], [-2.179, -3.297, -0.157], [-3.354, -3.490, 0.605], [-3.920, -4.116, 0.145], [-1.658, -4.254, -0.288], [-2.426, -2.908, -1.155], [-0.468, 1.161, 0.142], [-0.546, 2.606, -1.795], [-0.420, 3.052, -4.107], [-1.744, 3.850, -4.993]], "nbo_charge": [-0.2506, 0.1759, -0.4965, 0.2991, -0.3188, -0.1328, -0.0631, -0.1931, -0.2564, 0.2208, 0.2098, -0.4201, 0.2351, 0.2127, -0.0532, -0.4294, -0.2113, -0.4498, -0.2313, -0.1247, 0.0799, -0.4614, 0.3755, -0.4593, 0.0839, 0.1955, -0.0507, -0.1704, -0.2297, -0.1868, -0.2198, 0.0069, -0.6322, 0.2011, 0.2318, 0.2405, 0.2068, 0.2123, 0.2141, 0.2365, 0.1940, 0.2103, 0.2003, -0.2126, -0.4220, 0.2304, 0.1981, 0.1995, 0.1875, 0.1983, 0.1908, 0.2122, 0.2213, -0.0693, -0.7340, 0.4743, 0.1615, 0.1695, 0.1996, 0.2211, 0.1741, 0.1982]}

=====

On energetic grounds, one is preferred over the next structure by 0.693 eV.